# 1
Below is the molecule C10H18N2O5 in a non-equilibrium geometry, with properties calculated with ωB97M-V/def2-TZVPD.

Values from the calculation:
Highest occupied orbital energy   -0.357 Eh
2S+1   1
Structure (SMILES)   CC[C@H](C)[C@H](NC(=O)[C@@H](N)CC(=O)O)C(=O)O
Total charge   0
Gap between HOMO and LUMO   10.289 eV
ΔE to the lowest compared entry with this formula, charge and spin   438.2 kJ/mol

Last columns: bonded neighbours and bond lengths (Å).
CARTESIAN COORDINATES (ANGSTROEM)
1 C 3.5826 0.4122 -0.0709  C2 1.412, H18 1.010, H19 1.063, H20 1.150
2 C 3.0168 0.7599 1.1748  C1 1.412, C3 1.604, H21 1.140, H22 1.077
3 C 1.4235 0.5710 1.1678  C2 1.604, C4 1.629, C5 1.690, H23 1.154
4 C 0.8732 1.0349 2.6294  C3 1.629, H24 1.052, H25 1.101, H26 1.032
5 C 0.8007 -0.9003 0.6162  C3 1.690, N6 1.508, C15 1.467, H27 1.167
6 N -0.6583 -0.6200 0.3548  C5 1.508, C7 1.321, H28 1.052
7 C -0.9950 -0.2591 -0.8703  N6 1.321, O8 1.218, C9 1.583
8 O -0.2717 -0.0171 -1.8204  C7 1.218
9 C -2.5476 -0.5353 -1.0133  C7 1.583, N10 1.439, C11 1.578, H29 1.211
10 N -3.2830 -0.8505 0.1827  C9 1.439, H30 0.972, H31 1.008
11 C -3.2180 0.5012 -1.9966  C9 1.578, C12 1.488, H32 1.088, H33 1.174
12 C -2.4381 0.7860 -3.2311  C11 1.488, O13 1.183, O14 1.313
13 O -2.3041 0.0356 -4.1361  C12 1.183
14 O -2.1212 2.0472 -3.4151  C12 1.313, H34 0.993
15 C 1.1035 -1.9906 1.5502  C5 1.467, O16 1.194, O17 1.415
16 O 0.5251 -2.8695 2.1138  C15 1.194
17 O 2.4939 -1.9829 1.2864  C15 1.415, H35 0.911
18 H 4.5801 0.5663 -0.1093  C1 1.010
19 H 2.9998 0.8277 -0.8562  C1 1.063
20 H 3.3086 -0.6952 -0.2204  C1 1.150
21 H 3.3786 0.1753 2.0842  C2 1.140
22 H 3.0125 1.7912 1.4844  C2 1.077
23 H 0.9571 1.3980 0.5118  C3 1.154
24 H 1.5482 0.9384 3.4299  C4 1.052
25 H 0.5807 2.0932 2.5539  C4 1.101
26 H 0.1646 0.3210 2.8613  C4 1.032
27 H 1.3907 -0.7953 -0.3851  C5 1.167
28 H -1.4978 -0.8218 0.9557  N6 1.052
29 H -2.5893 -1.6312 -1.5260  C9 1.211
30 H -4.2464 -0.9659 0.1292  N10 0.972
31 H -3.2558 -0.1902 0.9433  N10 1.008
32 H -3.1636 1.4356 -1.4411  C11 1.088
33 H -4.2836 0.0170 -2.0826  C11 1.174
34 H -1.8555 2.1270 -4.3684  O14 0.993
35 H 2.9884 -2.7138 1.5133  O17 0.911


# 2
Below is the ion C10H18N3O with charge +1 in a non-equilibrium geometry, with properties calculated with ωB97M-V/def2-TZVPD.

Values from the calculation:
Highest occupied orbital energy   -0.429 Eh
2S+1   1
Structure (SMILES)   C=C1N=CN[C@H]1O/C=C(/C)[N+](C)(C)C
Total charge   +1
Gap between HOMO and LUMO   9.145 eV
ΔE to the lowest compared entry with this formula, charge and spin   624.1 kJ/mol

Last columns: bonded neighbours and bond lengths (Å).
CARTESIAN COORDINATES (ANGSTROEM)
1 C 1.8024 -0.7773 1.6686  C2 1.321, H15 1.064, H16 1.022
2 C 2.8215 -0.4418 0.8983  C1 1.321, N3 1.350, C6 1.537
3 N 3.5750 -1.2288 0.1013  C2 1.350, C4 1.299
4 C 4.1486 -0.4415 -0.7582  N3 1.299, N5 1.382, H17 1.134
5 N 3.7512 0.8825 -0.7380  C4 1.382, C6 1.427, H18 1.025
6 C 2.9065 1.0116 0.4043  C2 1.537, N5 1.427, O7 1.434, H19 1.105
7 O 1.5799 1.3567 -0.0176  C6 1.434, C8 1.297
8 C 1.0790 0.3993 -0.7354  O7 1.297, C9 1.290, H20 1.081
9 C -0.0872 -0.1484 -0.6787  C8 1.290, C10 1.546, N11 1.452
10 C -0.1759 -1.4330 -1.5342  C9 1.546, H21 1.149, H22 1.067, H23 0.993
11 N -1.2578 0.2706 0.0722  C9 1.452, C12 1.481, C13 1.530, C14 1.524
12 C -2.0823 -0.8682 0.5390  N11 1.481, H24 0.993, H25 1.072, H26 1.051
13 C -1.0076 1.0192 1.3833  N11 1.530, H27 1.029, H28 1.177, H29 1.098
14 C -1.9917 1.1408 -0.9410  N11 1.524, H30 1.125, H31 1.214, H32 1.058
15 H 1.2248 0.0203 2.0709  C1 1.064
16 H 1.9009 -1.7063 2.0837  C1 1.022
17 H 4.7947 -0.6730 -1.6606  C4 1.134
18 H 4.1633 1.6030 -1.3393  N5 1.025
19 H 3.2817 1.8605 1.0042  C6 1.105
20 H 1.8676 0.0998 -1.4107  C8 1.081
21 H -1.1852 -1.5410 -2.0727  C10 1.149
22 H 0.5667 -1.4417 -2.3006  C10 1.067
23 H -0.0402 -2.1915 -0.9076  C10 0.993
24 H -2.2481 -1.5884 -0.1244  C12 0.993
25 H -1.5534 -1.2800 1.3761  C12 1.072
26 H -2.9646 -0.5623 1.0222  C12 1.051
27 H -1.7013 1.6649 1.7842  C13 1.029
28 H -0.6714 0.1762 2.1327  C13 1.177
29 H -0.0179 1.4665 1.2214  C13 1.098
30 H -2.9953 1.4790 -0.5622  C14 1.125
31 H -1.2517 2.0292 -1.3106  C14 1.214
32 H -2.1576 0.5242 -1.7849  C14 1.058


# 3
Below is the molecule C10H18N4O5 in a non-equilibrium geometry, with properties calculated with ωB97M-V/def2-TZVPD.

Values from the calculation:
Highest occupied orbital energy   -0.342 Eh
2S+1   1
Structure (SMILES)   NC(=O)CC[C@H](NC(=O)[C@@H](N)CCC(N)=O)C(=O)O
Total charge   0
Gap between HOMO and LUMO   9.746 eV
ΔE to the lowest compared entry with this formula, charge and spin   53.3 kJ/mol

Last columns: bonded neighbours and bond lengths (Å).
CARTESIAN COORDINATES (ANGSTROEM)
1 N -5.0463 -1.5996 1.0376  C2 1.374, H20 1.010, H21 0.988
2 C -4.2720 -1.0133 0.0660  N1 1.374, O3 1.215, C4 1.492
3 O -4.7307 -0.3350 -0.8318  C2 1.215
4 C -2.8092 -1.3029 0.1148  C2 1.492, C5 1.551, H22 1.063, H23 1.112
5 C -1.9968 -0.7076 -1.0642  C4 1.551, C6 1.556, H24 1.089, H25 1.092
6 C -1.3288 0.6676 -0.7748  C5 1.556, N7 1.447, C17 1.567, H26 1.083
7 N -0.2123 0.5162 0.1331  C6 1.447, C8 1.326, H27 1.011
8 C 0.9344 -0.0590 -0.2019  N7 1.326, O9 1.248, C10 1.581
9 O 1.1799 -0.5628 -1.3165  C8 1.248
10 C 1.9698 0.1584 0.9724  C8 1.581, N11 1.476, C12 1.543, H28 1.088
11 N 1.2697 0.3880 2.2513  C10 1.476, H29 1.031, H30 1.012
12 C 3.0338 -0.9578 1.0377  C10 1.543, C13 1.534, H31 1.084, H32 1.043
13 C 3.8767 -1.1720 -0.2255  C12 1.534, C14 1.537, H33 1.126, H34 1.114
14 C 4.9404 -0.0670 -0.3224  C13 1.537, N15 1.394, O16 1.236
15 N 5.5977 -0.0142 -1.5505  C14 1.394, H35 0.990, H36 1.013
16 O 5.2364 0.6786 0.6175  C14 1.236
17 C -2.3340 1.7074 -0.1723  C6 1.567, O18 1.224, O19 1.320
18 O -1.9111 2.3734 0.7634  C17 1.224
19 O -3.5024 1.8655 -0.7662  C17 1.320, H37 0.980
20 H -4.6545 -2.3739 1.5549  N1 1.010
21 H -6.0273 -1.5402 0.9355  N1 0.988
22 H -2.3053 -1.1178 1.0325  C4 1.063
23 H -2.7703 -2.4041 -0.0368  C4 1.112
24 H -2.6116 -0.6516 -1.9616  C5 1.089
25 H -1.1837 -1.3641 -1.3809  C5 1.092
26 H -1.0040 1.0146 -1.7482  C6 1.083
27 H -0.3053 0.9913 1.0208  N7 1.011
28 H 2.5033 1.0695 0.7087  C10 1.088
29 H 1.2644 -0.5242 2.7326  N11 1.031
30 H 1.8575 0.9460 2.8565  N11 1.012
31 H 2.5678 -1.8796 1.3676  C12 1.084
32 H 3.6914 -0.7207 1.8119  C12 1.043
33 H 4.3695 -2.1835 -0.1858  C13 1.126
34 H 3.2523 -1.0939 -1.1445  C13 1.114
35 H 5.3556 -0.5435 -2.3508  N15 0.990
36 H 6.3586 0.6547 -1.5746  N15 1.013
37 H -3.8813 1.0074 -1.0484  O19 0.980